# C2H9NOS2

A 2-piece molecular cluster, C2H9NOS2 overall in a non-equilibrium geometry (ωB97M-V with the def2-TZVPD basis set, the OMol25 dataset).

Summary:
structure (SMILES): CSS.NCO
HOMO energy: -9.4 eV
energy relative to the best compared isomer or geometry (same formula, charge and spin): 56.0 kcal per mole
LUMO: 0.419 eV
calculated total energy: -1007.8747 Eh

Element x y z (Å)
H 0.2928 1.6697 -2.7770
H -2.2802 -0.1691 3.4077
S -0.6979 -0.3007 1.8189
H 1.4468 0.6040 -3.5375
C 0.4340 0.5586 -3.2172
N -0.5733 0.2866 -4.2140
C -1.1955 -0.4293 3.5974
H -0.9881 -1.4547 4.1331
H -0.5065 -0.7889 -4.5841
H 0.5411 -0.4934 -1.4423
H -1.3924 0.6368 -3.7436
H 1.9730 -0.5905 1.0115
H -0.7704 0.3382 4.3703
S 1.0974 0.4275 1.2300
O 0.4842 -0.5703 -2.3004

***

# C42H93N9O21

A 15-piece molecular cluster, C42H93N9O21 overall in a non-equilibrium geometry (ωB97M-V with the def2-TZVPD basis set, the OMol25 dataset).

Summary:
HOMO energy: -8.8 eV
energy relative to the best compared isomer or geometry (same formula, charge and spin): 199.8 kcal per mole
LUMO: -0.205 eV
calculated total energy: -3728.9273 Eh

Element x y z (Å)
H -3.4480 -2.5943 4.1643
C 5.1382 0.7294 3.6063
H -1.1022 4.2263 -1.1978
C -3.6278 -2.0945 -5.1779
O 4.3809 2.7951 -3.0225
H 0.7592 1.0894 1.7062
C -1.8613 0.7531 4.5862
N -1.2790 0.2127 5.8063
O 0.7947 5.2095 3.0025
H -1.2353 1.6439 -3.8788
O -3.0718 3.5316 -1.2520
H 2.4623 -1.0313 -4.6688
C 0.4926 0.0929 1.3477
H 4.1897 -2.3817 3.8258
H -0.2123 -2.5141 3.1889
C 0.5805 4.6192 5.1925
H -3.5949 -3.2556 -2.9588
C 3.9691 -3.8405 -5.4934
H 4.1910 -1.1953 1.8917
C 2.1662 3.1103 -2.3779
H -1.4090 0.2534 3.7132
H 1.9341 -1.5399 -0.0220
C -2.7104 -3.1501 3.5795
C 3.1157 3.1921 -3.5753
H -2.2566 -2.2832 -2.2520
C -0.4945 0.7420 -0.7816
H 2.3995 5.4622 4.2493
C -6.4500 -1.8125 1.6355
H 1.2393 -0.5995 1.7382
C 0.1241 0.5165 6.0021
H 7.0430 -5.8818 0.3853
C -2.0332 -0.5953 6.6018
H -1.9639 4.0123 0.3428
H -2.3265 5.4207 -0.6675
H 1.5031 2.2468 -2.4240
C 1.2246 -1.0462 -0.6995
H -0.3097 -5.1337 -0.8277
C 3.2718 -2.1061 3.2969
H -0.8411 -1.1991 -3.8622
O 3.4419 -1.8203 1.9237
H 2.8636 -1.2392 3.8298
C 2.8856 2.1751 -4.7006
H -2.9425 0.6665 4.5746
C -1.7035 3.5271 -6.4894
H -0.7823 -4.2780 6.1160
H -2.4707 3.4927 -7.2808
H -1.9919 -3.8162 -3.1346
C 4.3107 2.8513 -1.6829
C -1.7393 -3.9636 5.6761
H -4.0699 -0.5233 -2.3709
O -1.6031 -1.1610 7.5811
C 3.6143 2.0413 2.1722
C 3.9735 2.6304 4.5499
H -5.5467 2.7622 -2.6142
H 3.9244 2.0652 5.4850
H 3.0033 1.1611 -4.3173
H -1.1931 -1.0337 -5.6200
H 1.1948 -2.7805 -3.8174
H -4.5163 0.5285 -3.6407
H -3.0638 0.8790 1.5061
N -2.1765 2.9334 -5.3684
C -6.6952 -0.0450 -1.8461
H -1.7516 3.2507 -3.4009
H 5.6664 -4.3211 -2.5881
H -6.2657 0.6658 3.3597
H 0.4645 -3.4090 4.5196
H 0.0134 7.3382 4.7624
N 0.4817 -0.0837 -0.0966
C -1.3119 2.6798 -4.2201
H -0.5965 -2.5586 -4.8847
H -7.0077 2.5043 -1.6064
H -4.1435 2.6589 -6.1127
C -0.2996 -3.4532 3.7333
H 1.1937 4.3707 6.0603
C 1.3174 5.6131 4.2984
C -4.4103 0.4946 -2.5517
H -3.2480 -4.0108 3.1604
H 1.6895 7.5302 5.1907
H -6.2480 1.2200 1.6570
H -3.6387 1.2281 -2.3155
H 4.1009 -4.8136 -5.0232
H -0.3333 5.0634 5.6001
H 3.8537 -4.0412 -6.5636
H 4.1762 -4.0625 0.7279
O 0.3239 3.5315 4.3414
H 3.0860 4.2006 -3.9890
H 2.9776 3.0444 4.4040
O 1.7183 -4.7189 -3.9676
C 0.2951 3.9701 3.0657
H 6.1179 -4.9190 1.5375
H 1.6809 -6.4292 -1.1324
H 3.6969 2.3242 -5.4125
H -0.0668 -4.3219 3.1140
C 6.6316 -4.8893 0.5799
N -2.5432 -2.2231 -4.3783
H 0.2806 0.5962 7.0790
H -3.9948 2.8294 -4.2710
C -3.5471 2.5158 -5.2118
H 4.7054 3.4233 4.7218
C -1.2441 -1.6863 -4.7570
H -4.2714 -0.4668 3.1315
C -4.7447 -0.3329 2.1604
H -1.5061 1.7673 4.3774
H -0.5124 -0.0213 1.7664
H 2.6126 -2.9631 3.4344
O 5.2418 2.6790 -0.9564
O -5.1192 -1.6405 1.6683
H 0.3777 1.4513 5.5093
H 1.5704 4.0216 -2.4118
H 7.4790 -4.1969 0.6310
H -4.5089 -2.5053 -4.6588
N 5.7851 -4.4310 -0.5048
O 5.4727 -0.0189 2.7103
C 1.8919 -3.5355 -4.2037
H 2.1643 -1.6716 -6.3683
H -4.3379 0.7787 0.3221
O -0.6093 4.0288 -6.6161
C 1.0254 7.0789 4.4461
H 3.7721 -1.3142 -5.8043
C -5.9605 2.2535 -1.7430
H 3.8377 3.0685 1.8879
H -3.2899 -0.6306 0.6116
O -0.1631 3.3935 2.1344
O -2.8158 -3.9850 6.2272
N 4.3044 1.7711 3.4339
H -3.7519 4.1026 -1.6186
O 1.3775 -6.0678 -0.2950
C -2.5745 -2.8897 -3.0998
C 4.5715 -3.8840 -0.2805
H 5.3855 0.6071 4.6700
O 1.0733 -1.3409 -1.8713
H 2.5477 1.8927 2.3418
N -5.6527 0.8267 -1.9083
C 2.7977 -1.6774 -5.4774
C 0.6926 -4.8253 -0.5254
O -6.6696 -1.1586 -2.3201
C -3.8100 0.2008 1.0806
O 3.9237 -3.3036 -1.1289
H -5.4222 2.5604 -0.8413
N 2.8759 -3.0534 -4.9940
H -0.2969 2.9778 -4.4720
H -0.4757 1.7497 -0.3602
O -7.0212 -2.7069 1.1212
H 4.9144 -3.3206 -5.3190
H 0.7469 -0.2907 5.6053
N -1.5862 -3.4983 4.4133
C -6.1265 0.3645 2.3212
H -7.5557 0.3713 -1.3001
O 3.0656 3.0766 -1.2684
H 1.9154 2.2317 -5.1934
C 6.4053 -4.3850 -1.7947
H -2.4128 -2.6190 2.6774
H 0.7742 -4.2857 0.4173
H 1.2165 7.6634 3.5469
H 1.1726 -4.2095 -1.2867
H -3.5721 1.4175 -5.1761
H 6.9625 -5.3012 -2.0364
H 3.9129 1.3595 1.3822
H -0.3057 0.8927 -1.8425
C -2.0550 4.3658 -0.6848
H -1.4821 0.3014 -0.6293
O -7.0388 -0.6935 2.1338
O -3.6381 -1.5621 -6.2670
H 7.2158 -3.6504 -1.8644
H -3.0861 -0.5867 6.2751

***

# C6H13NO

A 3-piece molecular cluster, C6H13NO overall (ωB97M-V with the def2-TZVPD basis set, the OMol25 dataset).

Summary:
HOMO energy (alpha / beta): -6.6 / -6.6 eV
energy relative to the best compared isomer or geometry (same formula, charge and spin): 160.4 kcal per mole
LUMO (alpha / beta): 0.520 / 0.520 eV
calculated total energy: -366.1784 Eh

Element x y z (Å)
H 0.4218 -1.9317 -1.6812
H -1.2314 0.8520 -0.5529
H -0.2185 -0.5081 -2.5927
C 0.9228 1.3129 -0.8847
H 0.8016 1.5499 -1.9449
H 0.1630 -2.6753 0.6333
H 1.5618 1.2684 2.0448
C -0.0924 -0.6220 0.3509
H 0.6918 2.8044 2.1887
H 0.0582 -1.6000 2.1529
C -0.4011 -1.2384 -1.8137
H -2.4299 -1.1975 -2.0265
O -0.5004 1.1655 1.7093
C -0.2250 0.4889 -0.3823
H 1.8760 0.8071 -0.7382
H -1.8611 -2.4968 -1.1460
H 0.5430 1.5741 3.4527
H 0.9388 2.2500 -0.3275
N -1.6544 -1.8253 -1.8716
C 0.5881 1.7115 2.3549
C 0.0475 -1.6896 1.0745

***

# C2H4N2S2

A 2-piece molecular cluster, C2H4N2S2 overall in a non-equilibrium geometry (ωB97M-V with the def2-TZVPD basis set, the OMol25 dataset).

Summary:
structure (SMILES): C=[N+]([S-])S.C#N
HOMO energy: -8.5 eV
energy relative to the best compared isomer or geometry (same formula, charge and spin): 93.8 kcal per mole
LUMO: -0.177 eV
calculated total energy: -984.3655 Eh

Element x y z (Å)
N 0.7951 -0.1245 0.1889
S 1.9082 1.0409 -0.5926
C 0.1506 0.3681 1.2192
H -0.4503 -0.3100 1.7068
N -1.9702 0.3669 -0.3898
S 0.6095 -1.6047 -0.5064
H 0.0629 1.4376 1.4277
C -1.6310 -0.3621 -1.2161
H 2.6618 -0.0114 -1.2263
H -1.3011 -0.9550 -1.9094

***

# C17H31BrClF9NO7P2S2

A 2-piece molecular cluster, C17H31BrClF9NO7P2S2 overall in a non-equilibrium geometry (ωB97M-V with the def2-TZVPD basis set, the OMol25 dataset).

Summary:
net charge: -1
HOMO energy: -6.7 eV
LUMO: 2.150 eV
calculated total energy: -6660.1260 Eh

Element x y z (Å)
H 2.9549 -2.2956 -1.6109
F -2.8200 0.7986 -3.2243
C 1.4214 -1.1140 -1.7072
C 0.7475 4.1310 -2.8216
F 0.2683 -6.7124 -0.7986
H 2.7575 -1.9139 -4.2400
H -0.4317 0.3654 -2.6162
H 2.7021 -0.2714 1.0660
H -0.0656 1.6668 1.8453
P -0.8937 -6.0342 0.1653
C 1.5227 -0.3398 2.8562
H -4.6870 2.4003 2.0559
H 2.5229 -0.2282 3.2662
F -3.7743 -1.2039 -3.1768
C 0.7203 0.2970 0.3841
H -0.2565 4.3322 -2.4511
H -1.0468 1.5750 0.4559
C 1.6296 3.6628 -1.6480
H 0.5059 -2.2704 2.8000
H 2.5228 3.2563 -2.1026
O 1.7400 1.0639 -3.2599
H 1.3231 4.9889 0.0660
F -1.4565 -4.6628 0.9180
F -3.8057 0.1109 -1.3880
O -1.9002 -0.9066 -2.0315
N -0.0315 -1.3197 4.5834
F 0.3601 -5.7473 1.2032
S 2.4229 0.2828 -2.2807
H -1.0253 -0.8747 2.2053
H 0.2340 -1.7172 5.4700
F -0.9436 -7.5177 0.8883
O 2.7057 1.0896 -0.9469
H -3.0557 3.0666 2.1068
O 3.6889 -0.2496 -2.6755
C -3.2681 1.1127 2.9769
C -1.4253 0.0801 1.8957
H 1.7834 -2.1498 3.9840
C -0.8363 0.0019 -1.6775
H 1.1525 5.0088 -3.3080
P 0.7793 -1.9897 -3.3436
C 1.9764 4.9006 -0.7926
C 0.9570 -1.6074 3.5338
Cl 2.3794 2.3438 1.2179
C 0.2547 -0.6429 -0.7806
C -0.4472 0.9633 1.1167
Br 1.3800 -4.0832 -2.9214
H -0.1665 -0.3296 4.7248
C 1.5733 1.5099 -0.1607
S -0.4589 -2.1764 -0.0002
C 1.6773 -0.4937 1.3339
F -1.0936 -5.1187 -1.2170
F -2.4942 -6.3729 -0.0443
H 0.2556 3.1629 -0.1282
H -3.5035 1.7945 0.9330
H -1.3068 0.8507 -1.2018
H -3.8581 0.2078 2.8310
H -0.6473 -2.9682 -1.0659
C -3.6316 2.1625 1.9465
H 3.0055 4.8303 -0.4546
H -3.5314 1.5027 3.9564
C 0.7963 2.6163 -0.8905
H 0.6369 3.3272 -3.5433
H 1.6058 -1.5520 1.1358
C -3.0371 -0.3122 -2.4476
O 1.8824 -1.5687 -4.4641
H -2.2786 -0.1456 1.2588
O -1.8922 0.8207 3.0174
H 1.9103 5.7917 -1.4048
O 2.2907 -1.9453 -1.0083
H 0.9776 0.5297 3.2033
H 0.0458 2.2296 -1.5673

***

# CH5ClN2O

An isolated molecule of CH5ClN2O in a non-equilibrium geometry (ωB97M-V with the def2-TZVPD basis set, the OMol25 dataset).

Summary:
structure (SMILES): CON(N)Cl
HOMO energy: -9.2 eV
energy relative to the best compared isomer or geometry (same formula, charge and spin): 55.6 kcal per mole
LUMO: 0.013 eV
calculated total energy: -685.9017 Eh

Element x y z (Å)
H 1.9781 1.4901 -0.5937
H -1.1875 -2.3486 0.3141
Cl -2.1178 0.5563 0.6978
N -0.6948 -1.6729 -0.2586
H 0.3028 1.9447 0.3879
N -0.3739 -0.5519 0.3678
H 1.5064 0.8060 0.8737
C 1.0442 1.2172 0.0005
O 0.2931 0.1970 -0.5889
H -0.7506 -1.6379 -1.2008